# 1
{"formula": "C44H43N8OS2SiTi", "method": "wB97M-V/def2-TZVPD", "lumo_ev": [-2.1, -2.4], "mol_weight_g_mol": 840.0, "charge": 1, "e_tot_ev": -112955.9104, "homo_ev": [-8.28, -9.27], "spin_multiplicity": 3, "de_lowest_kj_mol": 33.9, "species": ["H", "H", "H", "C", "C", "C", "H", "H", "C", "C", "Ti", "Si", "C", "N", "C", "C", "H", "C", "C", "C", "C", "C", "C", "C", "H", "C", "C", "H", "C", "H", "H", "H", "C", "H", "H", "C", "C", "H", "C", "H", "S", "H", "N", "H", "C", "C", "C", "N", "C", "H", "H", "C", "H", "H", "H", "C", "C", "N", "C", "H", "H", "C", "C", "H", "N", "C", "H", "H", "C", "H", "H", "H", "H", "S", "C", "C", "C", "H", "H", "N", "H", "H", "C", "O", "H", "H", "H", "C", "H", "H", "N", "C", "C", "C", "H", "H", "H", "C", "C", "N"], "xyz": [[0.95, -6.29, -0.09], [2.41, 1.77, -0.15], [5.73, 0.23, 3.38], [5.63, 0.34, 0.00], [3.02, 3.14, 2.86], [-1.85, -4.26, 0.92], [0.92, -4.18, 1.14], [-1.12, -1.05, 4.30], [5.36, 0.10, 2.37], [2.06, -3.08, -0.30], [-0.22, 0.27, 0.31], [1.87, -1.45, 0.68], [-1.13, -2.16, 2.48], [-2.13, 1.53, 0.53], [-0.64, 2.27, -5.09], [0.07, 3.01, -2.89], [-0.28, 4.75, -0.84], [-2.36, 0.51, 2.66], [0.22, 2.77, -1.48], [-0.65, -1.02, 3.32], [0.34, 3.92, -0.52], [-4.28, -2.63, -1.63], [6.11, 0.54, 1.29], [-2.59, 2.31, -0.46], [0.43, -1.12, 3.45], [-2.72, 1.61, 1.72], [1.90, 2.65, 3.49], [0.02, 3.62, 0.48], [-3.59, 3.25, -0.27], [4.05, -0.39, -1.22], [-0.78, 1.08, -3.32], [1.93, -0.85, -3.26], [2.79, -3.22, -1.49], [-2.26, -5.33, 2.74], [-0.40, 3.69, -6.69], [2.29, 2.03, 0.89], [-4.76, -1.05, 0.13], [-4.13, 2.60, 3.00], [-1.92, -4.40, 2.29], [-6.23, -0.53, 1.43], [-5.56, -2.45, -0.50], [0.82, 5.03, -2.83], [-1.10, -1.99, 1.15], [6.22, 0.66, -0.85], [-2.13, -1.54, -2.26], [-0.28, 3.50, -5.63], [-0.47, 2.02, -3.74], [1.20, -0.46, -2.69], [-1.41, -3.05, 0.40], [-3.92, 3.85, -1.10], [3.57, -0.87, 3.01], [2.15, -5.53, -1.70], [-1.06, 1.50, -5.72], [3.42, -4.50, -3.09], [-2.76, -2.73, -3.99], [-2.01, -2.17, -3.45], [-0.24, 1.34, 3.44], [-3.64, -0.75, -0.45], [1.45, -5.43, -0.50], [2.18, -6.46, -2.24], [4.09, 3.16, 0.98], [-3.37, -1.64, -1.47], [-0.01, -1.05, -2.70], [-2.09, -5.07, 0.25], [-0.90, 0.27, 2.67], [-1.54, -3.33, 3.08], [-4.26, -3.47, -2.30], [-2.14, 2.16, -1.43], [3.22, 2.82, 1.52], [-1.29, -2.95, -0.66], [1.37, 4.31, -0.43], [1.70, 2.87, 4.53], [-5.07, 0.65, 1.15], [-0.42, -2.01, -4.08], [0.24, 4.49, -4.80], [0.40, 4.25, -3.45], [1.43, -4.22, 0.19], [1.48, 0.05, -1.87], [-4.90, 4.14, 1.19], [-5.27, -0.34, 1.20], [-0.93, 2.17, 3.59], [-2.73, 0.70, 3.68], [4.40, -0.26, -0.20], [0.16, 1.53, -1.02], [3.73, 3.76, 3.39], [1.69, -2.02, 2.06], [0.52, 5.45, -5.22], [1.01, 1.86, 2.78], [0.02, 0.98, 4.43], [-1.56, -3.40, 4.16], [1.19, 1.56, 1.49], [4.13, -0.51, 2.16], [2.83, -4.42, -2.18], [-4.13, 3.39, 0.99], [7.07, 1.01, 1.44], [-2.85, -0.39, 2.29], [3.38, -2.39, -1.87], [-3.70, 2.55, 2.01], [3.61, -0.71, 0.87], [-0.98, -0.89, -1.81]]}

=====

# 2
{"formula": "C17H19BHgN6O2", "method": "wB97M-V/def2-TZVPD", "lumo_ev": [-11.0, -9.8], "mol_weight_g_mol": 550.8, "charge": 2, "e_tot_ev": -35804.3076, "homo_ev": [-15.00, -15.12], "spin_multiplicity": 1, "species": ["H", "C", "C", "H", "N", "O", "C", "H", "H", "H", "C", "H", "B", "C", "H", "C", "N", "N", "Hg", "H", "C", "N", "H", "H", "C", "H", "C", "C", "N", "H", "C", "H", "C", "H", "C", "C", "H", "C", "H", "C", "H", "H", "H", "O", "C", "N"], "xyz": [[1.63, 0.38, 4.28], [1.22, 3.33, -0.60], [-2.46, -0.62, 2.77], [0.69, 1.82, 3.69], [1.66, -0.48, -1.28], [-1.67, -3.73, 1.13], [-2.16, -1.98, 2.57], [-2.90, -0.65, -1.97], [-3.59, -0.67, 5.98], [-0.43, -0.01, -5.49], [2.11, 3.24, -2.64], [-2.90, -0.95, -4.70], [1.27, 0.89, -3.37], [-2.13, -0.39, -2.68], [-3.13, 0.93, 4.11], [-1.71, -2.49, 1.21], [2.03, -0.21, -2.58], [0.87, 2.15, -1.15], [-0.19, 0.38, -0.09], [2.47, 1.85, 3.69], [3.13, -0.93, -2.89], [-0.20, 0.35, -3.43], [1.56, 0.80, 2.54], [2.45, -1.71, 0.25], [-2.34, -2.85, 3.66], [2.52, 4.98, -1.37], [-2.87, -2.40, 4.88], [2.53, -1.36, -0.77], [1.38, 2.12, -2.42], [-3.04, -3.10, 5.70], [3.48, -1.68, -1.77], [0.91, 3.63, 0.40], [-0.89, -0.08, -4.52], [-2.09, -3.91, 3.54], [-2.94, -0.14, 3.99], [2.04, 4.03, -1.50], [-2.31, 0.06, 1.93], [-2.12, -0.54, -4.08], [2.61, 3.36, -3.59], [1.59, 1.20, 3.56], [1.69, 1.11, -4.47], [3.57, -0.87, -3.88], [4.31, -2.35, -1.67], [-1.50, -1.60, 0.31], [-3.17, -1.04, 5.05], [-0.96, 0.14, -2.31]]}

=====

# 3
{"formula": "C37H64FNO20S5", "method": "wB97M-V/def2-TZVPD", "lumo_ev": -0.8, "mol_weight_g_mol": 1022.2, "smiles": "[H]/N=C(/C)CC1=C(F)C(=O)C(COCCOCC)=C(CC(=O)c2ccccc2)C1=O.CCOS(C)(=O)=O.CCOS(C)(=O)=O.CCOS(C)(=O)=O.CCOS(C)(=O)=O.CCOS(C)(=O)=O", "e_tot_ev": -138736.5616, "homo_ev": -9.13, "spin_multiplicity": 1, "species": ["H", "H", "C", "C", "C", "H", "C", "N", "C", "H", "H", "H", "C", "O", "H", "H", "H", "H", "H", "H", "H", "H", "C", "H", "S", "O", "C", "C", "H", "O", "H", "C", "C", "H", "H", "C", "C", "H", "O", "H", "C", "S", "H", "C", "H", "H", "H", "H", "C", "H", "H", "O", "H", "H", "C", "H", "O", "H", "H", "H", "H", "H", "H", "O", "C", "S", "S", "H", "H", "H", "H", "C", "H", "O", "O", "H", "F", "C", "C", "C", "C", "C", "H", "C", "H", "O", "O", "H", "H", "H", "C", "O", "C", "O", "O", "O", "S", "O", "O", "H", "H", "O", "H", "C", "H", "C", "C", "C", "C", "H", "H", "H", "H", "O", "C", "H", "H", "H", "C", "C", "O", "C", "H", "C", "H", "H", "H", "H"], "xyz": [[-1.56, -2.02, -1.40], [-8.30, 2.64, 0.18], [2.14, -2.35, -5.40], [1.38, 4.71, -3.19], [-1.17, 1.97, 1.24], [2.43, -1.65, -4.62], [4.00, 0.54, -1.68], [-5.14, -2.24, 2.28], [-6.24, -0.71, 0.82], [-0.33, -6.04, -3.25], [1.59, 3.96, -2.44], [3.05, 7.85, 0.02], [5.58, -2.42, 9.17], [-8.75, 0.13, -0.94], [-0.28, -5.68, -5.01], [-0.35, 0.73, 4.80], [-1.52, -6.79, -4.36], [4.18, -1.69, 3.78], [-12.03, -0.20, -2.15], [-10.68, 2.20, -3.50], [0.06, 0.01, 3.23], [2.25, -3.36, -5.00], [8.15, -4.19, 5.60], [3.70, 1.11, -8.86], [-2.03, -4.57, -3.92], [4.79, 0.16, -6.47], [6.97, -4.75, 6.37], [-5.02, -1.33, 1.40], [1.14, 4.20, -4.13], [-0.27, 0.50, -1.24], [6.50, -2.47, 9.76], [2.59, -2.88, 3.04], [2.56, 5.64, -3.40], [2.35, 6.34, -4.22], [4.60, 0.54, -2.58], [-2.13, -1.72, -2.28], [-3.08, 0.33, 1.54], [1.51, -2.86, 3.00], [2.57, 5.08, -0.25], [-6.33, -1.02, -0.22], [-1.37, -2.08, -3.54], [3.39, 0.39, -6.65], [3.46, 5.09, -3.66], [1.53, -0.20, 4.70], [2.73, -2.93, -7.38], [4.05, -2.27, -6.43], [6.06, -4.77, 5.77], [1.03, -1.10, 5.08], [2.56, 0.55, 0.71], [2.97, -2.71, 2.03], [1.09, -2.17, -5.62], [0.94, 1.86, 3.63], [4.41, 6.98, 0.79], [-0.43, 3.29, 4.22], [-3.07, 0.60, 2.84], [5.12, -1.44, 9.28], [-2.84, 1.61, -0.42], [3.02, -2.13, 5.02], [-1.93, -1.85, -4.44], [-2.95, -1.66, 0.81], [8.38, -4.85, 4.76], [1.98, 0.31, 5.55], [0.44, 3.59, 2.72], [4.72, 5.15, -1.47], [-3.69, -0.86, 0.85], [3.54, 5.80, -1.01], [5.98, -2.61, 7.47], [5.69, 0.02, -0.46], [-8.80, 1.63, 1.57], [4.67, 7.84, -0.76], [-3.85, -0.54, -0.18], [-2.40, 1.32, 0.66], [0.50, 5.27, -2.87], [6.93, -1.61, 7.09], [-0.95, -3.47, -3.55], [3.46, 2.45, -7.71], [-3.61, -0.17, 3.77], [3.12, 1.47, -8.01], [-12.04, 0.69, -2.78], [3.12, -1.82, 3.99], [-9.14, 2.15, 0.68], [0.45, 0.61, 4.06], [1.99, 0.57, 1.63], [0.46, 1.13, -0.52], [-4.22, -2.57, 2.55], [-2.64, -4.22, -5.17], [2.59, 0.82, -5.55], [2.90, -3.87, 3.37], [-12.79, 1.37, -2.38], [-0.44, -1.50, -3.57], [-10.68, 1.36, -2.81], [-2.86, 2.53, 4.20], [-1.20, 2.23, 2.54], [2.48, -0.58, 3.73], [-10.31, 1.93, -1.54], [2.81, 6.48, -2.25], [-9.81, 0.94, -0.40], [-2.85, -4.84, -2.78], [4.78, -2.79, 6.71], [-12.33, 0.39, -3.79], [2.15, 1.02, -2.65], [-10.93, 0.32, 0.22], [-0.15, 3.13, -0.27], [3.96, 7.28, -0.15], [-7.10, -1.10, 1.34], [-0.06, 2.83, 3.31], [-0.92, -5.90, -4.16], [2.98, -2.18, -6.64], [4.63, 0.25, -0.47], [0.85, 2.50, 1.00], [-6.19, 0.37, 0.84], [-9.92, 2.86, 0.93], [-3.10, -2.22, -2.23], [2.73, -0.91, -7.30], [0.00, 2.27, 0.37], [7.93, -3.20, 5.21], [4.89, -3.20, 9.46], [4.40, 0.03, 1.67], [3.91, 0.24, 0.73], [1.93, 0.83, -0.51], [6.71, -4.02, 7.59], [-2.42, 1.86, 3.30], [7.17, -5.77, 6.69], [2.64, 0.82, -1.72], [-2.29, -0.65, -2.25], [-9.90, 0.66, -3.14], [9.02, -4.11, 6.25], [2.06, 1.48, -8.25]]}

=====

# 4
{"formula": "C50H59GeIN2O2P2Pd", "method": "wB97M-V/def2-TZVPD", "lumo_ev": [0.4, -2.1], "mol_weight_g_mol": 1087.9, "e_tot_ev": -146553.3242, "homo_ev": [-6.34, -7.96], "spin_multiplicity": 3, "de_lowest_kj_mol": 263.6, "species": ["C", "C", "H", "H", "C", "H", "H", "C", "H", "C", "C", "O", "Pd", "H", "C", "C", "H", "C", "N", "H", "H", "H", "H", "H", "C", "C", "H", "O", "C", "I", "C", "C", "H", "H", "Ge", "H", "H", "C", "H", "C", "H", "P", "C", "C", "H", "C", "C", "H", "C", "H", "H", "C", "H", "C", "C", "C", "H", "H", "H", "C", "H", "H", "H", "C", "H", "H", "C", "H", "C", "H", "H", "C", "H", "H", "C", "C", "H", "H", "C", "C", "H", "P", "N", "H", "H", "H", "H", "H", "C", "C", "C", "H", "C", "H", "C", "H", "H", "H", "C", "C", "H", "C", "H", "H", "H", "C", "C", "C", "H", "H", "H", "C", "C", "C", "H", "C", "C", "H"], "xyz": [[-1.68, 4.67, 1.70], [4.41, -2.28, -1.05], [1.52, 5.67, 3.36], [2.82, 4.91, 2.79], [0.21, 5.66, -0.77], [-0.33, 3.83, -2.62], [-1.64, -1.25, -3.36], [3.48, -5.47, -0.08], [-4.13, -2.10, 2.70], [0.84, 3.05, 3.55], [4.15, 3.00, 0.24], [0.40, -1.48, -0.12], [-1.40, 1.46, 0.86], [-1.83, -6.48, -3.89], [2.90, -1.02, -2.98], [-1.28, -6.05, -1.91], [-0.49, 2.45, -1.56], [2.35, -1.97, -2.18], [3.29, 0.60, 1.40], [2.94, 2.32, -1.43], [0.96, 6.33, -0.34], [6.61, -7.63, 0.45], [-0.63, 6.26, 2.78], [5.04, -2.67, -0.26], [-5.61, 2.12, -2.52], [-0.58, 3.53, -1.65], [1.85, 5.82, 1.60], [-0.07, -0.27, 1.75], [0.97, -2.39, 2.01], [4.81, 0.78, 3.83], [-4.25, -0.83, 1.02], [4.20, 1.38, 1.95], [-6.01, 4.31, -2.43], [-0.79, 6.11, -0.57], [2.12, -4.10, -0.27], [0.35, -5.38, -4.85], [-6.15, 1.91, -3.41], [0.02, -5.35, -3.82], [1.77, -1.87, 2.60], [5.70, -7.06, 0.38], [2.22, 0.29, -0.29], [-0.33, 3.63, 1.14], [-1.08, -5.99, -3.27], [-4.93, 1.06, -1.90], [6.43, -5.46, 1.64], [-3.94, 2.73, -0.35], [-3.98, 5.84, 2.76], [4.81, -8.53, -0.97], [-4.72, 3.70, -0.92], [0.46, -4.23, 1.25], [-2.64, 7.11, 3.78], [-1.89, -0.51, -2.55], [5.98, -1.08, -1.71], [0.41, -1.34, 1.11], [0.81, -4.83, -1.59], [4.68, -7.49, -0.52], [-3.74, -1.22, -1.80], [-0.86, -0.06, -2.21], [1.63, -3.99, -3.35], [-4.08, 1.39, -0.77], [-4.61, 4.79, -0.80], [2.23, -0.48, -3.70], [-4.73, 0.80, 2.24], [-0.34, -5.49, -1.07], [-3.11, -0.76, 2.88], [5.54, 3.04, 2.07], [3.59, -6.66, -0.79], [-5.74, 0.83, 0.97], [0.88, -4.67, -2.98], [-4.86, -1.54, 0.44], [-6.04, -0.35, 2.13], [-3.48, -1.48, 2.16], [4.40, 3.91, -0.32], [-2.12, -6.56, -1.55], [2.81, 1.02, 0.24], [-4.12, 4.75, 1.90], [2.84, -6.87, -1.54], [-1.50, -2.57, -0.60], [-2.47, -2.56, -1.00], [-5.49, 3.40, -2.03], [1.32, 3.84, -0.62], [-2.99, 0.01, -0.08], [-2.93, 2.97, 0.55], [-4.84, 6.33, 3.11], [-2.63, -1.99, 1.85], [0.23, -2.53, 2.84], [4.68, -0.03, -3.62], [-1.61, 3.83, -1.47], [3.07, -2.71, -1.21], [-1.57, 5.76, 2.61], [-5.20, 0.14, 1.64], [4.44, -4.13, 1.28], [-2.68, 6.23, 3.11], [-2.32, 0.31, -3.08], [1.80, 5.13, 2.46], [-5.12, 0.02, -2.30], [1.65, 3.19, 1.53], [1.32, -2.18, -2.29], [0.29, 4.16, -0.56], [4.42, -5.11, 0.85], [-0.36, -5.70, -0.07], [3.25, 2.16, -0.42], [0.30, 5.87, -1.79], [1.72, 3.09, 4.26], [-2.40, -3.17, -1.88], [-2.95, 4.16, 1.35], [4.26, -0.71, -2.85], [4.98, -1.32, -1.89], [-3.24, -2.94, -0.37], [0.56, 1.99, 3.44], [0.01, 3.55, 4.06], [1.38, -3.70, 1.41], [5.59, -5.84, 1.06], [-2.77, -1.15, -1.42], [-5.12, 4.26, 1.61], [4.68, 2.61, 1.45], [1.04, 3.79, 2.23], [1.98, -4.31, 2.19]]}

=====

# 5
{"formula": "C3H7BrS", "method": "wB97M-V/def2-TZVPD", "lumo_ev": 0.8, "mol_weight_g_mol": 155.1, "smiles": "CS[C@H](C)Br", "e_tot_ev": -84101.3922, "homo_ev": -8.96, "spin_multiplicity": 1, "de_lowest_kj_mol": 100.3, "species": ["C", "H", "C", "H", "H", "H", "H", "Br", "C", "S", "H", "H"], "xyz": [[0.93, 0.24, 0.17], [0.57, 2.18, 0.17], [0.46, 1.45, -0.61], [-2.19, -1.34, -0.46], [-1.38, -0.65, 1.01], [-0.62, 1.14, -0.82], [0.84, 0.45, 1.31], [2.93, 0.13, 0.10], [-1.35, -1.40, 0.33], [0.34, -1.41, -0.39], [1.02, 1.58, -1.58], [-1.54, -2.37, 0.77]]}

=====

# 6
{"formula": "C3H8NOP", "method": "wB97M-V/def2-TZVPD", "lumo_ev": 1.0, "mol_weight_g_mol": 105.1, "smiles": "C[C@@H]1CN1PO", "e_tot_ev": -16064.8678, "homo_ev": -8.30, "spin_multiplicity": 1, "de_lowest_kj_mol": 210.9, "species": ["N", "H", "C", "C", "H", "H", "H", "H", "H", "C", "O", "H", "P", "H"], "xyz": [[-0.58, -0.03, 0.20], [2.35, 0.17, 1.01], [0.92, -0.08, -0.65], [2.09, -0.51, 0.16], [1.85, -1.47, 0.56], [-1.81, -1.65, 0.33], [3.04, -0.64, -0.42], [0.79, -0.37, -1.71], [0.21, 1.76, 0.53], [0.07, 1.12, -0.36], [-3.04, 0.33, 0.54], [-3.38, 0.31, 1.44], [-2.04, -0.50, -0.44], [-0.49, 1.56, -1.19]]}

=====

# 7
{"formula": "C6H15NO2", "method": "wB97M-V/def2-TZVPD", "lumo_ev": 0.9, "mol_weight_g_mol": 133.2, "smiles": "CNC(C)(C)O.CC=O", "e_tot_ev": -12049.9456, "homo_ev": -8.48, "spin_multiplicity": 1, "de_lowest_kj_mol": 141.4, "species": ["H", "N", "H", "H", "C", "C", "C", "O", "C", "H", "H", "H", "H", "C", "C", "H", "H", "H", "H", "O", "H", "H", "H", "H"], "xyz": [[-0.20, 0.84, 2.32], [0.38, 0.02, 2.15], [0.90, 1.37, -0.18], [2.23, 1.11, 2.07], [1.74, 0.26, 2.57], [-1.58, 0.12, -2.77], [-1.79, 1.48, -2.19], [-1.21, -0.11, 0.56], [0.15, -0.42, 0.79], [-0.27, -2.43, 1.43], [0.12, -2.29, -0.30], [1.40, -2.19, 0.92], [-1.51, -0.63, -0.21], [1.02, 0.29, -0.26], [0.36, -1.94, 0.70], [-0.99, 2.14, -2.52], [2.33, -0.64, 2.39], [-2.73, 1.88, -2.58], [1.73, 0.46, 3.64], [-1.62, -0.92, -2.16], [2.07, 0.04, -0.13], [0.72, -0.02, -1.26], [-1.84, 1.44, -1.10], [-1.41, 0.12, -3.87]]}

=====

# 8
{"formula": "C3H3FO", "method": "wB97M-V/def2-TZVPD", "lumo_ev": 1.0, "mol_weight_g_mol": 74.1, "e_tot_ev": -7922.6689, "homo_ev": -10.37, "spin_multiplicity": 1, "de_lowest_kj_mol": 60.3, "species": ["F", "H", "O", "C", "C", "H", "C", "H"], "xyz": [[-0.95, -0.44, 1.53], [0.77, 0.38, 0.63], [-0.47, 3.01, -0.91], [-0.02, 2.43, -0.05], [0.13, -0.45, 0.52], [0.91, -1.24, -1.19], [0.13, -1.39, -0.40], [-0.50, -2.30, -0.13]]}

=====

> What is the formula in the fourth record?

C50H59GeIN2O2P2Pd